A 2-piece molecular cluster, C8H20N3O overall at a distorted geometry, computed with the ωB97M-V functional and the def2-TZVPD basis.

Each line ends with the Mulliken charge.
CARTESIAN COORDINATES (ANGSTROEM)
C -0.830868 -1.880672 0.265303  -0.98
C 0.727613 -1.988048 0.353995  -0.64
C -0.003004 0.198179 0.151462  -1.75
C 0.962457 2.416691 0.848621  -1.12
C -0.963488 2.126919 -0.811605  -1.26
C 2.465658 -0.324206 0.598741  -0.80
C 1.429253 -0.527045 -1.517079  -0.87
C -3.329997 -0.652965 -0.186602  -0.64
N -1.111466 -0.548544 0.169665  1.10
N 0.088965 1.512842 0.025744  0.59
N 1.187421 -0.634514 -0.038445  0.59
O -2.299159 -0.089925 0.633981  -0.29
H -1.114356 -2.381235 -0.626546  0.55
H -1.280593 -2.243170 1.234261  0.40
H 1.016033 -2.210991 1.406921  0.48
H 1.082645 -2.783815 -0.337020  0.29
H 0.361974 -0.041783 2.387850  -0.01
H 0.436981 3.380918 0.996356  0.35
H 1.286876 1.897513 1.843174  0.37
H 1.919430 2.734531 0.352237  0.36
H -1.817810 2.500967 -0.248334  0.40
H -0.648609 3.008035 -1.358364  0.44
H -1.260218 1.571439 -1.626427  0.42
H 3.264611 -1.125561 0.413115  0.37
H 2.625955 0.733051 0.388312  0.32
H 2.132712 -0.247579 1.691893  0.37
H 2.397071 -0.983822 -1.673071  0.43
H 0.770944 -1.239642 -2.121287  0.38
H 1.268066 0.455535 -1.964392  0.26
H -3.312809 -1.761077 -0.207380  0.27
H -3.181862 -0.465972 -1.267946  0.25
H -4.270430 -0.406048 0.222873  0.34

Forces on atoms 1 to 2 (eV/Å):
1.2 -3.0 1.8
-1.0 -1.3 0.6

Computed properties:
LUMO (alpha / beta) in eV: -3.1489 / -3.1498
Net charge: +1
E_HOMO (alpha / beta) in eV: -10.54 / -10.54
Calculated total energy in Ha: -555.79936
Orbital gap (alpha / beta) in eV: 7.396 / 7.393